1.
Formula: C3H8N2O
Source: OMol25
Level of theory: ωB97M-V/def2-TZVPD

**SMILES**: CC(=O)NCN
**Energy above the lowest of the compared OMol25 structures with the same formula, charge and spin**: 12.2 kcal/mol
**Energy**: -303.8727 a.u.

Each line ends with the natural charge from an NBO analysis.
CARTESIAN COORDINATES (ANGSTROEM)
C  1.4533  1.6583  0.6486  -0.71
C  0.9623  0.2326  0.6261  0.67
O  1.5143  -0.6828  1.1986  -0.61
N  -0.2306  0.0583  -0.0414  -0.65
C  -0.8120  -1.2894  -0.1314  -0.05
N  -1.8908  -1.3926  -1.0928  -0.81
H  1.3317  2.0654  1.6518  0.24
H  2.5047  1.7212  0.3849  0.24
H  0.8893  2.2933  -0.0299  0.21
H  -0.3924  0.6729  -0.8251  0.38
H  -0.0279  -1.9921  -0.3981  0.19
H  -1.1505  -1.5620  0.8657  0.19
H  -2.6163  -0.7092  -0.8661  0.35
H  -1.5350  -1.0738  -1.9909  0.34

***

2.
Formula: C8H9ClF3NO2P
Source: OMol25
Level of theory: ωB97M-V/def2-TZVPD

**Charge**: -1
**Energy above the lowest of the compared OMol25 structures with the same formula, charge and spin**: 0.0 kcal/mol
**Energy**: -1616.6822 a.u.

Each line ends with the natural charge from an NBO analysis.
CARTESIAN COORDINATES (ANGSTROEM)
O  1.7397  -3.1997  1.9624  -1.03
P  1.5089  -1.9078  0.9013  1.01
Cl  -0.5266  -2.1593  0.2985  -0.43
C  2.4060  -2.4555  -0.4786  -1.06
C  3.7546  -1.7911  -0.4248  -0.10
O  4.0835  -0.8727  -1.5323  -0.55
C  3.4230  0.2712  -1.6051  1.17
F  4.1693  1.1521  -2.3261  -0.35
F  3.1808  0.8517  -0.4171  -0.33
F  2.2357  0.1867  -2.2492  -0.34
H  1.0406  -3.2010  2.6172  0.47
H  1.8623  -2.2342  -1.3844  0.22
H  3.9085  -1.2973  0.5374  0.16
H  4.5358  -2.5319  -0.5077  0.17
N  -2.9950  0.3032  -0.1409  -0.40
C  -2.1105  1.0601  0.5030  0.04
C  -2.4101  2.3181  1.0105  -0.26
C  -3.6896  2.8162  0.8362  -0.18
C  -4.6190  2.0398  0.1639  -0.28
C  -4.2191  0.7957  -0.3005  0.03
H  -1.1204  0.6313  0.6173  0.22
H  -1.6524  2.8896  1.5284  0.22
H  -3.9589  3.7937  1.2169  0.21
H  -5.6307  2.3878  0.0028  0.21
H  -4.9164  0.1534  -0.8289  0.18

***

3.
Formula: CH3NO3S
Source: OMol25
Level of theory: ωB97M-V/def2-TZVPD

**Energy above the lowest of the compared OMol25 structures with the same formula, charge and spin**: 18.9 kcal/mol
**Energy**: -718.5410 a.u.

Each line ends with the natural charge from an NBO analysis.
CARTESIAN COORDINATES (ANGSTROEM)
C  1.4531  0.0931  0.1660  0.42
N  0.8982  0.8824  -0.6229  -0.73
O  0.8880  -1.1019  0.4695  -0.71
O  -2.7249  0.3370  0.9924  -0.81
O  -1.6621  -0.9540  -0.6761  -0.86
S  -2.6991  0.0029  -0.4050  1.68
H  2.2799  0.3585  0.8153  0.15
H  1.5945  1.5833  -0.7862  0.34
H  -0.0276  -1.2012  0.0469  0.51

***

4.
Formula: C18H22N2O2
Source: OMol25
Level of theory: ωB97M-V/def2-TZVPD

**SMILES**: CCOc1ccc(NCC(=O)Nc2ccc(C)cc2C)cc1
**Energy above the lowest of the compared OMol25 structures with the same formula, charge and spin**: 34.5 kcal/mol
**Energy**: -959.1153 a.u.

Each line ends with the natural charge from an NBO analysis.
CARTESIAN COORDINATES (ANGSTROEM)
C  -6.9177  -1.9100  -1.5413  -0.64
C  -6.3176  -2.1349  -2.9276  -0.06
O  -5.5383  -1.0473  -3.3698  -0.50
C  -4.2871  -0.8524  -2.8429  0.26
C  -3.6192  -1.7143  -1.9856  -0.29
C  -2.3416  -1.4131  -1.5405  -0.28
C  -1.6986  -0.2421  -1.9324  0.22
N  -0.4073  0.0534  -1.5486  -0.62
C  0.1917  -0.4919  -0.3640  -0.31
C  1.2556  0.4844  0.1497  0.68
O  1.3882  1.5869  -0.3340  -0.61
N  1.9758  -0.0306  1.1752  -0.62
C  3.0183  0.5549  1.9134  0.20
C  3.4747  1.8395  1.6481  -0.24
C  4.5024  2.3843  2.3954  -0.21
C  5.0968  1.6647  3.4202  -0.03
C  6.2142  2.2376  4.2377  -0.62
C  4.6317  0.3801  3.6756  -0.20
C  3.6047  -0.1925  2.9450  -0.05
C  3.1427  -1.5866  3.2662  -0.65
C  -2.3781  0.6193  -2.7999  -0.25
C  -3.6434  0.3189  -3.2464  -0.23
H  -7.5197  -1.0048  -1.5445  0.21
H  -7.5471  -2.7538  -1.2711  0.21
H  -6.1348  -1.7977  -0.7952  0.21
H  -5.7377  -3.0668  -2.9527  0.17
H  -7.1195  -2.2129  -3.6679  0.19
H  -4.0700  -2.6367  -1.6528  0.21
H  -1.8449  -2.1133  -0.8858  0.20
H  -0.1066  1.0072  -1.7190  0.41
H  -0.5488  -0.6420  0.4386  0.20
H  0.6634  -1.4612  -0.5805  0.20
H  1.7397  -0.9690  1.4629  0.40
H  3.0210  2.4084  0.8548  0.25
H  4.8422  3.3849  2.1728  0.21
H  6.4164  3.2663  3.9513  0.22
H  7.1236  1.6538  4.0981  0.22
H  5.9631  2.2131  5.2973  0.22
H  5.0874  -0.1916  4.4723  0.20
H  3.7206  -1.9876  4.0947  0.23
H  2.0912  -1.5970  3.5570  0.21
H  3.2767  -2.2530  2.4127  0.21
H  -1.8955  1.5314  -3.1196  0.21
H  -4.1656  0.9837  -3.9163  0.22

***

5.
Formula: H4O2
Source: OMol25
Level of theory: ωB97M-V/def2-TZVPD

**SMILES**: O.O
**Energy above the lowest of the compared OMol25 structures with the same formula, charge and spin**: 5.6 kcal/mol
**Energy**: -152.8660 a.u.

Each line ends with the natural charge from an NBO analysis.
CARTESIAN COORDINATES (ANGSTROEM)
O  1.5731  -0.0704  -0.0382  -0.95
H  0.6096  -0.2945  -0.2376  0.48
H  1.4591  0.8536  0.3725  0.47
O  -1.3909  0.0687  -0.0262  -0.96
H  -1.2161  -0.6170  0.6132  0.48
H  -2.3104  0.0719  -0.2323  0.48

***

6.
Formula: C2H5ClN3
Source: OMol25
Level of theory: ωB97M-V/def2-TZVPD

**Charge**: +1
**Energy above the lowest of the compared OMol25 structures with the same formula, charge and spin**: 0.0 kcal/mol
**Energy**: -703.3073 a.u.

Each line ends with the natural charge from an NBO analysis.
CARTESIAN COORDINATES (ANGSTROEM)
C  -1.8330  -0.0034  -0.7500  0.43
C  0.3444  -0.0080  0.3668  0.30
N  -1.7652  0.7153  -1.6949  -0.51
N  0.5703  -0.9149  1.3071  -0.80
N  1.2993  0.7754  -0.1155  -0.78
Cl  -2.3266  -1.3329  0.0700  0.27
H  -1.0083  1.3339  -1.9921  0.45
H  -0.1333  -1.6001  1.7639  0.44
H  1.5304  -1.0257  1.7661  0.40
H  1.0560  1.3964  -0.9185  0.41
H  2.2659  0.6642  0.1970  0.41

***

| no. | HOMO (eV) |
| --- | --- |
| 1 | -9.711 |
| 2 | -2.736 |
| 3 | -10.143 |
| 4 | -7.271 |
| 5 | -11.065 |
| 6 | -13.693 |